1.
71
Properties=species:S:1:pos:R:3:lowdin_charge:R:1 method="wB97M-V/def2-TZVPD" multiplicity=1 mol_weight_g_mol=675.2 charge=-2 total_energy_ev=-77541.524 e_above_lowest_kj_mol=23.45
H 0.53743 -2.92338 2.39253 0.090
S -5.23885 -0.81995 -1.08284 0.420
S -0.91576 3.67040 -2.82807 0.391
C 1.02548 -2.83012 1.41546 -0.042
C 3.03247 2.72476 -1.06686 -0.024
H 1.30484 0.92029 -2.46066 0.139
H 5.42673 -1.81805 -0.49836 0.105
C -5.01488 4.14576 -0.79367 -0.110
C 4.02381 -0.24612 2.22662 -0.093
N -3.21073 2.75263 -1.64054 0.006
H 5.73207 -1.47164 1.96354 0.083
N -0.77578 -3.59018 0.03422 -0.079
H 3.73397 1.98288 -1.43609 0.098
C 4.70335 -1.22066 0.11552 -0.099
C -2.54993 -1.69246 1.76898 -0.293
H 2.76918 6.05994 -0.58108 0.095
H -4.86357 1.99923 -0.88727 0.002
C -4.41532 2.93001 -1.07184 -0.215
H 0.74584 -1.84062 1.07294 0.061
H 2.08924 -2.86082 1.59514 0.077
C 1.21328 4.64773 -0.16884 -0.107
N 1.26677 0.21011 -1.71912 0.120
C 0.86007 3.30511 -0.14628 -0.073
H -1.65423 -5.34654 -0.11139 0.076
H 0.55938 -6.08287 0.40359 0.075
H 1.25749 -4.54588 -1.55422 0.064
C 0.72900 -5.23305 1.10895 -0.068
H -0.00491 -5.33578 1.91942 0.082
H -3.51883 -0.81483 3.49310 0.050
S -4.21589 0.40731 1.54143 0.826
C 3.60477 -0.57601 -0.50964 -0.042
O -0.18410 0.79174 1.42372 0.019
C 2.88902 0.29474 1.63479 -0.022
H -2.18615 0.17449 2.72981 0.035
C -2.95291 5.13924 -1.66382 -0.160
C -2.42518 3.83068 -1.97245 -0.830
H -0.80424 -2.71036 -0.43536 0.078
C 1.53895 -3.79451 -0.80376 -0.033
H 2.17106 0.89733 2.17909 0.116
C -4.16370 -0.86476 0.27278 -1.270
H 4.24183 -0.07934 3.24915 0.082
N -0.74193 -0.17513 -0.63505 0.089
H -2.23225 5.94142 -1.81653 0.064
N -3.65121 -2.05878 0.87840 -0.102
C -3.04040 -0.46126 2.59044 -0.461
H -0.83495 -4.91409 -1.49425 0.054
H -1.62731 -1.36573 1.23405 0.063
C 1.74670 2.31281 -0.56591 -0.123
C 0.01856 0.49333 0.24059 -0.445
O -0.51706 -0.82886 -2.80810 0.013
H 1.76072 -5.28244 1.45391 0.076
H -4.63910 6.26159 -0.89920 0.077
H 3.53709 -0.63312 -1.59482 0.103
H 0.47904 5.39003 0.14347 0.107
C 4.88747 -1.01704 1.47100 -0.141
N -1.43051 -4.56415 -0.75131 0.013
Pd -2.94580 -0.15193 -1.20865 0.440
C 0.58287 -3.88192 0.42418 -0.639
H 4.33304 4.42044 -1.54281 0.103
C 1.43186 0.80271 -0.41624 -0.276
C 2.44992 5.00912 -0.63469 -0.138
H -3.29803 -2.62666 0.14006 0.056
H 2.61357 -3.97398 -0.56787 0.085
C 3.34708 4.08393 -1.12470 -0.114
H 1.44952 -2.81426 -1.24164 0.065
H -2.29269 -2.51881 2.40976 0.091
H -0.07663 3.00708 0.29310 0.106
C 2.64232 0.11875 0.27163 -0.140
C -4.23084 5.27794 -1.13993 -0.135
H -6.00735 4.24229 -0.40109 0.069
C -0.07473 -0.27967 -1.81637 -0.589

***

2.
80
Properties=species:S:1:pos:R:3:lowdin_charge:R:1 method="wB97M-V/def2-TZVPD" multiplicity=1 mol_weight_g_mol=901.0 charge=+2 total_energy_ev=-226372.679 e_above_lowest_kj_mol=461.82
H -2.75295 6.00635 1.01398 0.073
H -4.03126 -8.10766 2.37128 0.116
Cl -0.99684 -1.86031 3.27547 0.368
H -6.67240 -7.86375 5.04381 0.196
H 6.77500 4.90446 0.82627 0.053
O -5.67369 -6.21396 4.04303 0.182
P 7.31421 3.84986 -1.09234 0.875
N 7.25511 2.21894 -0.44174 -0.179
H -2.81040 6.85419 -1.40871 0.079
C 2.00339 -2.42970 -1.39708 -0.038
C -3.82695 -7.53578 3.27864 0.023
Be 4.45265 7.52007 -1.82879 0.868
H -2.16072 -0.24047 -0.49331 0.084
Mg -0.55037 -1.68597 5.71096 0.547
H 5.21379 2.01379 -2.07972 0.113
C 0.75136 0.96626 -2.00526 0.023
O 7.53425 4.91878 0.21012 -0.326
C -1.11314 -0.39995 -0.85262 -0.156
Cl -2.84307 4.48406 -1.48323 0.731
C 3.44749 3.22056 -2.84993 -0.156
H -0.40535 -0.71057 -0.03535 0.108
C -3.51511 6.10988 -1.04268 -0.765
C -0.97006 3.23976 -2.54362 -0.178
H -2.12468 -1.61603 -2.38492 0.119
C -5.92448 -9.65287 4.18752 0.035
C 3.70187 5.77710 -2.75500 -0.194
F 4.81450 9.94476 -3.29205 -0.536
C -5.10080 -7.26059 4.00392 -0.404
C -0.66383 0.93295 -1.56318 -0.163
H 1.97538 -1.92778 -2.40080 0.106
Cl -2.02586 -4.56394 2.98331 0.579
C -1.07103 -1.52672 -1.99203 -0.176
H -3.96853 7.30395 0.73471 -0.169
Li -4.88696 6.99028 2.48543 0.734
H -0.64613 -3.64895 -2.34248 0.134
H -6.27006 -10.33227 4.96475 0.117
C -2.43942 -2.83969 2.87978 -1.955
Br -5.13912 7.77594 -0.56090 0.383
F 5.21796 -1.98766 1.78209 -0.504
H -1.61451 4.15316 -2.79592 -0.008
H 2.08804 -4.23237 2.27176 0.102
Cl 2.58604 6.53402 -5.15136 -0.064
H 3.11113 1.22182 -2.60720 0.132
H 7.75436 2.17987 0.45840 0.054
H -0.43766 -1.23577 -2.87503 0.113
H 1.40101 0.07925 -1.81610 0.090
C 4.80650 3.04725 -2.25267 0.013
H 4.22965 -2.17347 -1.11520 0.111
C 0.44214 3.26087 -2.96281 -0.364
C 0.76687 -2.96587 -0.80053 -0.189
C 3.27477 -2.55291 -0.66629 -0.036
C 2.91374 4.59609 -3.09845 -0.429
H -0.04882 -4.02921 1.00845 0.048
C -1.55550 2.07221 -1.82119 -0.069
C 2.13489 -3.73921 1.26505 -0.046
C 5.10940 5.53853 -2.12094 -0.083
C -0.63983 -2.94522 -1.45580 -0.175
H -2.62117 2.02888 -1.50609 0.075
C 3.38282 -3.21285 0.65067 -0.036
H -5.24259 -8.37350 5.67142 0.200
H -3.35799 -6.58825 3.00901 0.011
Cl -3.73757 -2.47413 4.02706 0.535
H 3.26200 6.81685 -2.93214 0.026
Cl -4.98262 5.19613 1.11876 0.515
N -5.77719 -8.30305 4.79811 0.083
H -3.14216 -8.09281 3.92385 0.112
C 1.32910 2.09289 -2.71087 -0.202
S 1.23029 4.67868 -3.81394 0.917
H 5.70346 6.47408 -1.82480 0.082
H -4.96232 -9.99014 3.80705 0.107
H -1.37602 -3.35185 -0.71408 0.056
H 6.28183 1.95930 -0.21556 0.026
C 5.65065 4.19545 -1.87495 -0.318
H -6.66274 -9.59166 3.38969 0.122
N 2.72326 2.01988 -3.12454 0.090
C -3.68425 6.25203 0.48028 -0.943
H 4.35141 -3.35455 1.23561 0.083
H -4.47195 6.24868 -1.58534 -0.051
C 0.87646 -3.61310 0.53919 -0.066
Cl -2.96865 -2.45326 1.23814 0.626

***

3.
72
Properties=species:S:1:pos:R:3:lowdin_charge:R:1 method="wB97M-V/def2-TZVPD" multiplicity=1 mol_weight_g_mol=641.1 charge=-1 total_energy_ev=-118417.203 e_above_lowest_kj_mol=0.00
O 2.31027 1.40680 -1.18053 -0.296
H 3.16876 3.08261 -2.74733 0.076
C 1.42855 -2.24402 1.40178 -0.088
C 1.27604 -5.01254 1.50425 -0.088
H 1.21621 -6.09323 1.54103 0.097
H 0.54531 5.40934 -4.13424 0.083
H -3.65271 -1.77553 -0.94769 0.111
H 1.19229 1.74371 -3.60563 0.081
O 0.87058 2.33221 0.73797 -0.182
C -4.65394 -3.08548 3.31822 -0.081
C -1.62797 -2.49362 -1.05646 -0.342
H 3.13245 3.79677 0.07139 0.071
H -0.75749 -4.77855 0.88017 0.100
C -2.89448 -1.53463 2.76181 -0.235
C -3.26818 -3.47907 1.40215 -0.101
O -0.23925 1.18532 -1.10471 -0.294
H 1.55595 5.20892 2.30867 0.085
H -5.46800 -3.37914 3.96928 0.099
C 0.23645 -2.88161 1.07731 -0.341
C 0.63234 2.66581 -3.76293 -0.039
S -2.03729 -0.00136 3.19165 0.444
H 0.96773 4.98830 0.64565 0.075
H -0.00938 4.42519 2.01302 0.093
O -0.62557 -0.34241 3.12988 -0.350
C 0.36745 5.06659 -3.11328 -0.036
H -4.21572 -2.43259 -3.25072 0.097
N 2.55033 -1.08669 -1.89309 0.042
O -2.53588 0.37232 4.49209 -0.324
C -3.22030 -2.61969 -2.86691 -0.093
C -2.25813 -3.20621 -3.67963 -0.101
H 3.57748 2.32840 0.94017 0.085
C 2.80185 -2.17706 -2.19784 -0.138
H -3.01995 -4.08386 0.53791 0.099
O -2.39963 0.94639 2.11068 -0.358
H 0.33956 -3.23345 -1.52194 0.070
H -4.18265 -1.29993 4.43266 0.105
P 0.98271 2.00784 -0.82567 0.281
H -0.42117 2.46018 -3.57523 0.089
H -0.70182 4.90405 -2.97506 0.089
C 2.46838 -4.36796 1.81584 -0.092
C 2.54527 -2.98648 1.76575 -0.076
H 2.15881 1.52307 2.86934 0.090
H -0.21501 -3.85372 -3.81872 0.102
H 2.86093 4.26401 -4.04234 0.084
H 1.47374 -1.16258 1.37084 0.094
C 0.16613 -4.27214 1.13631 -0.085
H 3.69688 3.90868 1.74803 0.087
H 2.21415 3.10834 3.66869 0.086
C 1.13096 3.77761 -2.84736 -0.630
C -4.31750 -3.86536 2.22236 -0.085
H 2.40449 -0.07111 -1.60679 -0.003
C -2.53813 -2.31973 1.65707 -0.298
Cu -0.85799 0.43532 0.69383 0.222
O 0.85282 3.47885 -1.45816 -0.162
C 1.68027 2.50082 2.93501 -0.021
C 2.63083 3.99225 -3.00968 -0.036
P -1.15272 -1.82251 0.56869 1.105
C 1.00830 4.54197 1.63923 -0.024
H 0.75910 2.97348 -4.80298 0.087
C -0.98149 -3.42365 -3.18655 -0.081
H 3.47295 -2.48191 2.00235 0.103
H 0.69232 5.84434 -2.42045 0.083
H 0.65510 2.35018 3.27363 0.086
C 1.69325 3.18385 1.57609 -0.612
H -2.50183 -3.47947 -4.69900 0.094
C 3.11478 3.30819 1.04559 -0.036
C -0.66668 -3.07429 -1.88010 -0.085
C -2.90475 -2.25530 -1.56854 -0.097
H 2.96504 4.80084 -2.35621 0.082
H -4.86675 -4.77266 2.00306 0.098
C -3.94359 -1.92394 3.58245 -0.060
H 3.33913 -4.94908 2.09388 0.097

***

Table of HOMO-LUMO gap (eV), in record order: 5.29 1.40 7.64
Table of highest occupied orbital energy (eV), in record order: -1.1 -10.4 -4.9